This record from OMol25 describes C24H28N7O3PS5V as an isolated structure. The level of theory is the ωB97M-V functional and the def2-TZVPD basis.

The molar mass comes out at 704.8 g mol⁻¹. For the highest occupied orbital energy (alpha / beta), the calculation gives -7.47 / -7.48 eV. As for the HOMO-LUMO gap (alpha / beta): 7.64 / 7.53 eV. The spin multiplicity is 4. The expectation value of S² is 3.759. The LUMO energy (alpha / beta) is 0.17 / 0.04 eV.

```
69
Properties=species:S:1:pos:R:3:forces:R:3:lowdin_spin:R:1
V 0.910 -0.162 -0.382 -0.177 0.029 -0.003 2.777
N -0.663 1.619 3.074 0.043 -0.173 0.029 0.007
C -0.695 2.824 2.428 -0.086 0.126 -0.016 0.001
C -0.207 2.604 1.172 0.040 -0.051 0.104 0.006
N 0.121 1.276 1.044 -0.030 0.025 0.083 0.010
C -0.177 0.715 2.209 0.090 -0.020 -0.036 0.015
C 0.122 -0.696 2.401 0.095 -0.047 -0.077 0.014
N 0.748 -1.353 1.435 0.056 0.239 -0.002 0.010
C 0.919 -2.628 1.894 0.003 -0.218 -0.208 0.006
C 0.376 -2.735 3.140 0.093 -0.103 -0.005 0.000
N -0.106 -1.497 3.453 -0.137 0.283 0.207 0.007
H -1.102 1.366 3.972 -0.016 0.038 -0.057 0.000
H -1.063 3.715 2.909 0.008 -0.058 -0.047 0.000
H -0.067 3.309 0.370 0.026 -0.030 -0.003 0.000
H 1.412 -3.373 1.293 -0.002 0.002 0.004 0.000
H 0.284 -3.567 3.814 0.022 -0.003 0.005 0.000
H -0.703 -1.232 4.251 -0.019 0.033 -0.022 0.000
O -1.182 -0.609 -0.771 0.020 0.189 -0.140 0.023
C -1.865 0.486 -1.402 0.089 -0.188 -0.002 0.004
C -0.939 1.240 -2.324 0.074 -0.005 0.024 0.011
C -1.422 2.013 -3.365 -0.106 0.039 -0.064 -0.002
C -0.527 2.711 -4.158 0.059 -0.016 0.025 0.011
C 0.831 2.604 -3.896 -0.049 -0.059 0.073 -0.001
C 1.237 1.805 -2.840 0.015 0.090 -0.087 0.014
N 0.371 1.149 -2.064 0.021 -0.117 0.048 0.011
H -1.374 -1.424 -1.249 -0.093 -0.090 0.105 0.003
H -2.207 1.140 -0.604 0.007 0.102 0.106 0.000
H -2.754 0.125 -1.919 0.008 0.003 -0.015 0.000
H -2.487 2.059 -3.553 -0.008 -0.003 0.018 0.000
H -0.884 3.321 -4.977 -0.002 -0.001 -0.002 0.001
H 1.564 3.121 -4.497 0.014 -0.006 0.006 0.000
H 2.282 1.674 -2.587 -0.001 0.004 -0.009 0.001
C 6.369 -2.465 -3.375 -0.008 -0.005 0.018 0.000
C 5.131 -2.703 -2.545 0.017 0.005 -0.022 0.000
O 4.809 -1.469 -1.872 -0.036 0.006 0.016 0.005
P 3.513 -1.402 -0.936 0.029 0.003 0.049 0.014
S 3.379 0.442 -0.221 0.023 0.020 0.024 0.024
S 1.866 -2.025 -1.847 -0.029 -0.056 -0.055 0.023
O 3.813 -2.473 0.221 -0.012 0.016 -0.056 0.002
C 4.890 -2.247 1.151 -0.006 0.008 0.028 0.001
C 4.842 -3.348 2.183 0.003 0.006 -0.017 0.000
H 6.643 -3.382 -3.899 0.005 0.002 -0.006 0.000
H 7.205 -2.163 -2.744 0.002 0.000 0.001 0.000
H 6.191 -1.683 -4.112 -0.003 -0.002 -0.003 0.000
H 5.295 -3.482 -1.797 -0.004 -0.002 0.004 0.000
H 4.283 -2.995 -3.166 -0.006 0.004 0.009 0.000
H 4.755 -1.265 1.609 0.006 0.001 -0.013 0.000
H 5.837 -2.246 0.605 0.001 -0.001 -0.001 0.000
H 3.895 -3.320 2.721 0.002 -0.001 0.006 0.000
H 5.654 -3.218 2.899 -0.002 -0.004 0.009 0.000
H 4.947 -4.325 1.711 0.003 -0.001 0.002 0.000
S -4.420 -1.726 -0.114 0.018 0.028 -0.059 0.000
C -4.030 -0.930 1.301 0.059 -0.184 0.088 0.000
S -3.311 -1.716 2.669 -0.100 0.181 -0.022 0.000
C -3.202 -0.182 3.534 0.132 -0.286 -0.079 0.000
N -3.682 0.804 2.846 -0.016 0.100 0.052 0.000
N -4.166 0.372 1.623 -0.056 -0.043 -0.083 0.000
C -4.732 1.372 0.777 -0.066 0.038 -0.027 0.000
C -4.076 2.588 0.652 0.044 -0.031 0.030 0.000
C -4.605 3.571 -0.170 0.012 0.023 0.001 0.000
C -5.785 3.340 -0.863 0.000 -0.007 0.017 0.000
C -6.442 2.126 -0.718 0.005 0.016 -0.001 0.000
C -5.924 1.139 0.106 0.026 -0.021 -0.001 0.000
S -2.439 -0.104 5.076 -0.116 0.124 0.035 0.000
H -3.162 2.746 1.207 0.014 0.047 0.014 0.000
H -4.094 4.521 -0.262 -0.006 -0.006 -0.009 0.000
H -6.200 4.109 -1.503 0.007 -0.001 -0.002 0.000
H -7.370 1.945 -1.243 -0.003 0.001 0.004 0.000
H -6.431 0.193 0.221 0.004 0.009 0.008 0.000
```
Forces are in eV/Å.